16
Properties=species:S:1:pos:R:3:forces:R:3:mulliken_charge:R:1 method="wB97M-V/def2-TZVPD" smiles=C[C@H]1[C@@H](N)[C@H]1N energy_ev=-7289.3857 e_above_lowest_ev=1.234
C -1.1999 0.0209 -1.4349 -0.207 0.200 0.202 -1.517
C -0.9237 -0.5313 -0.0586 -0.129 0.121 0.164 0.179
C 0.4631 -0.9284 0.4119 0.211 -0.343 -0.109 -0.232
N 1.6450 -0.6960 -0.3653 0.070 0.076 -0.837 -0.652
C -0.2392 0.2613 1.0179 -0.247 -0.243 0.739 -0.266
N 0.1362 1.6238 0.8181 0.386 0.266 -0.461 -0.663
H -0.3224 0.4988 -1.8626 0.065 0.142 -0.083 0.340
H -1.4843 -0.7798 -2.1110 -0.010 -0.158 -0.108 0.370
H -2.0361 0.7419 -1.4272 0.384 -0.191 0.053 0.307
H -1.7190 -1.1425 0.3324 -0.190 -0.240 -0.035 0.373
H 0.5406 -1.8236 1.0324 -0.155 0.253 -0.108 0.335
H 1.5889 -1.0451 -1.3334 -0.069 0.140 0.754 0.272
H 1.8209 0.3005 -0.4283 0.127 -0.030 -0.029 0.269
H -0.6066 0.0963 2.0305 -0.025 -0.024 -0.212 0.332
H 0.0689 1.8862 -0.1568 -0.009 0.127 0.047 0.281
H 1.0788 1.8374 1.1365 -0.202 -0.095 0.023 0.271

=====

13
Properties=species:S:1:pos:R:3:forces:R:3:mulliken_charge:R:1 method="wB97M-V/def2-TZVPD" energy_ev=-25162.6752 e_above_lowest_ev=1.716
C -1.8331 0.7979 -0.2039 0.848 1.021 -0.066 0.146
N 0.3138 -0.2698 1.1362 -0.742 1.919 -0.251 -0.394
N 1.5155 -0.6098 1.0800 1.096 -1.584 -0.745 0.529
N 2.2158 -1.1417 2.0004 -0.429 0.312 0.674 -0.821
N -1.7210 0.2795 -1.3273 -0.050 -1.086 -1.211 -0.368
N -0.6727 0.4947 -2.2685 0.794 -1.141 3.979 0.995
O 0.4167 0.0909 -1.9273 0.625 -0.012 0.415 -0.526
O -0.9740 0.8509 -3.3193 -1.414 1.709 -3.845 -0.549
Cl -2.9742 0.0777 0.7979 -0.849 -0.129 0.886 -0.097
H -1.3306 1.6669 0.2342 0.094 -0.375 -0.327 0.365
H 0.0555 -0.1369 2.1137 0.057 -0.750 0.241 0.238
H 1.9703 -0.5743 0.1393 -0.996 0.060 0.393 0.248
H 3.0178 -1.5259 1.5447 0.967 0.054 -0.145 0.233

=====

8
Properties=species:S:1:pos:R:3:forces:R:3:mulliken_charge:R:1 method="wB97M-V/def2-TZVPD" spin_multiplicity=3 energy_ev=-27986.8344 e_above_lowest_ev=0.000
C 0.0162 1.1385 -0.0030 -0.624 0.609 0.032 -0.223
C 0.3103 -1.2437 0.0078 -2.738 1.137 0.019 -0.404
C -0.7384 -0.0154 0.0069 1.466 -1.705 -0.037 0.346
N 1.3296 1.0148 -0.0048 -1.067 2.552 0.012 -0.420
S 1.8149 -0.5256 -0.0111 2.810 -2.474 -0.040 -0.006
Cl -2.4136 -0.2151 -0.0097 0.437 0.102 0.010 -0.143
H -0.4051 2.1307 -0.0021 -0.107 0.129 -0.008 0.397
H 0.0862 -2.2841 0.0161 -0.177 -0.350 0.011 0.453

=====

48
Properties=species:S:1:pos:R:3:forces:R:3:mulliken_charge:R:1 method="wB97M-V/def2-TZVPD" energy_ev=-39430.7951
C 0.7375 -2.4247 3.3088 -0.491 0.646 -0.233 -1.072
C -0.3681 -2.3427 2.1784 0.343 -0.214 1.453 -0.451
N 0.1823 -1.4647 1.1044 1.402 0.454 0.107 0.196
C 1.1325 -2.0244 0.0934 -0.117 -0.828 -1.176 -0.915
C 1.3504 -0.7574 -0.8127 0.185 -0.689 0.938 -0.186
F 2.4296 -0.1474 -0.1264 0.340 -0.085 -1.202 -0.313
C 0.0836 0.2649 -0.6999 0.407 -1.025 0.593 1.595
C -0.5882 0.5696 -2.0779 0.773 -0.143 -0.882 -0.852
O -1.8812 1.1762 -1.9699 0.333 -1.415 0.197 -0.067
N -1.7946 2.5031 -1.6457 -1.006 0.423 0.963 0.162
O -2.7751 2.8129 -1.0609 0.742 0.353 -0.828 -0.363
P 0.7370 1.6738 0.3867 -0.008 0.029 1.471 -0.297
C 1.7372 2.9374 -0.5596 -0.507 0.333 -0.591 -0.493
C 2.3582 2.4656 -1.9242 0.500 0.943 0.368 -1.093
C -0.6359 2.6551 1.2060 0.240 1.565 0.037 -0.433
C 0.0706 3.4748 2.3893 -0.347 -0.945 -0.195 -1.064
C -0.7669 -0.5773 0.3416 -1.499 -0.416 0.782 -1.300
B -1.9150 -1.5543 -0.2122 -2.077 -0.851 -0.981 1.001
O -3.2569 -1.1060 -0.1334 2.182 0.356 -0.090 -0.633
O -1.6551 -2.8207 -0.7199 -0.295 1.374 0.280 -0.533
C -1.4668 -2.8192 -2.1518 0.554 0.681 -0.991 -0.624
H 0.5593 -3.2803 3.9892 0.232 0.482 -0.537 0.364
H 0.6621 -1.4818 3.9043 0.086 -0.740 -0.292 0.350
H 1.7678 -2.4284 2.8915 -0.666 -0.435 0.232 0.263
H -0.6839 -3.3406 1.8213 0.188 0.756 -0.210 0.394
H -1.2111 -1.7829 2.6457 0.293 -0.602 -0.644 0.307
H 0.7991 -0.8319 1.6432 -0.315 0.277 -0.316 0.537
H 0.7655 -2.9477 -0.4266 -0.446 0.835 0.079 0.356
H 2.0695 -2.3931 0.5695 -0.534 0.837 -0.258 0.462
H 1.6534 -1.0749 -1.8288 -0.091 0.549 0.458 0.472
H -0.7062 -0.3580 -2.6858 -0.202 0.643 0.603 0.317
H 0.0369 1.2470 -2.7076 -0.124 -0.451 0.755 0.391
H 2.5316 3.3089 0.1267 -0.587 -0.462 -0.381 0.521
H 1.0681 3.8089 -0.7707 0.507 -0.593 0.191 0.352
H 3.3661 2.9391 -2.0032 -0.708 -0.395 -0.069 0.342
H 2.5277 1.3780 -2.0215 -0.327 0.589 0.011 0.187
H 1.7511 2.9022 -2.7445 0.362 -0.705 0.330 0.291
H -1.0859 3.4365 0.5493 0.098 -0.895 0.378 0.442
H -1.4264 2.0444 1.6807 0.377 0.147 -0.702 0.378
H -0.3111 3.0570 3.3494 0.415 0.492 -0.556 0.299
H 1.1648 3.2874 2.3595 -0.577 0.459 0.170 0.338
H -0.1768 4.5562 2.3334 0.324 -0.758 0.035 0.299
H -1.2793 -0.0239 1.1591 0.423 0.306 -0.771 -0.072
H -3.7273 -1.3484 -0.9372 -0.329 -0.458 0.180 0.325
H -2.1449 -2.0691 -2.6594 0.108 -0.709 0.545 0.233
H -1.5758 -3.8351 -2.5803 0.387 0.640 0.581 0.330
H -0.4305 -2.4432 -2.3413 -0.653 -0.811 -0.165 0.146
F 0.3214 -4.8208 -2.2300 0.105 0.453 0.332 -0.887

=====

Copy entry 1 word for word.
16
Properties=species:S:1:pos:R:3:forces:R:3:mulliken_charge:R:1 method="wB97M-V/def2-TZVPD" smiles=C[C@H]1[C@@H](N)[C@H]1N energy_ev=-7289.3857 e_above_lowest_ev=1.234
C -1.1999 0.0209 -1.4349 -0.207 0.200 0.202 -1.517
C -0.9237 -0.5313 -0.0586 -0.129 0.121 0.164 0.179
C 0.4631 -0.9284 0.4119 0.211 -0.343 -0.109 -0.232
N 1.6450 -0.6960 -0.3653 0.070 0.076 -0.837 -0.652
C -0.2392 0.2613 1.0179 -0.247 -0.243 0.739 -0.266
N 0.1362 1.6238 0.8181 0.386 0.266 -0.461 -0.663
H -0.3224 0.4988 -1.8626 0.065 0.142 -0.083 0.340
H -1.4843 -0.7798 -2.1110 -0.010 -0.158 -0.108 0.370
H -2.0361 0.7419 -1.4272 0.384 -0.191 0.053 0.307
H -1.7190 -1.1425 0.3324 -0.190 -0.240 -0.035 0.373
H 0.5406 -1.8236 1.0324 -0.155 0.253 -0.108 0.335
H 1.5889 -1.0451 -1.3334 -0.069 0.140 0.754 0.272
H 1.8209 0.3005 -0.4283 0.127 -0.030 -0.029 0.269
H -0.6066 0.0963 2.0305 -0.025 -0.024 -0.212 0.332
H 0.0689 1.8862 -0.1568 -0.009 0.127 0.047 0.281
H 1.0788 1.8374 1.1365 -0.202 -0.095 0.023 0.271